This record from the Open Molecules 2025 dataset describes C34H57MnN3O2Si as an isolated structure at a distorted geometry. The level of theory is ωB97M-V/def2-TZVPD.

Values from the calculation:
- Kohn-Sham gap (spin up / spin down): 7.73 / 8.08 eV
- F_max: 3.55 eV/Å
- DFT total energy: -83946.524 eV
- Relative energy (zero: lowest compared OMol25 entry of this formula, charge and spin): 6.9 kcal per mole

Geometry as ORCA input:
```
! wB97M-V def2-TZVPD RIJCOSX def2/J DEFGRID3
* xyz 0 6
O 0.81 -2.39 1.17
O -2.49 -2.36 -5.39
C 2.02 -2.31 0.34
C 2.88 -3.55 0.42
H 2.61 -1.46 0.71
H 1.70 -2.07 -0.70
H 3.39 -3.60 1.39
H 3.67 -3.44 -0.34
H 2.32 -4.48 0.26
C -0.33 -3.20 0.54
C -0.18 -3.40 -0.93
H -1.25 -2.64 0.76
H -0.35 -4.13 1.13
H -0.19 -2.43 -1.45
H -1.01 -3.96 -1.36
H 0.75 -3.91 -1.19
C -3.16 -1.92 -4.21
C -1.61 -1.40 -5.95
C -3.65 -3.16 -3.49
H -4.04 -1.30 -4.46
H -2.50 -1.33 -3.55
H -4.28 -3.75 -4.16
H -4.24 -2.92 -2.60
H -2.81 -3.79 -3.17
C -0.74 -2.09 -6.99
H -0.96 -0.93 -5.19
H -2.19 -0.60 -6.45
H -0.30 -3.01 -6.60
H 0.06 -1.44 -7.33
H -1.35 -2.35 -7.86
H 0.50 0.79 -2.05
N 1.75 0.76 2.22
C 1.62 2.06 2.50
C 0.44 2.78 2.31
C -0.85 2.30 2.08
C 2.81 2.80 3.03
H 3.65 2.80 2.32
H 3.17 2.38 3.98
H 2.53 3.84 3.21
C -1.95 3.33 2.03
H -2.47 3.42 3.00
H -2.70 3.10 1.26
H -1.51 4.30 1.80
N -1.16 1.00 2.01
C 3.01 0.12 2.43
C 4.04 0.23 1.46
C 3.95 1.14 0.27
C 5.12 -0.66 1.53
H 5.89 -0.62 0.76
C 5.18 -1.61 2.55
H 5.99 -2.35 2.55
C 4.23 -1.61 3.57
H 4.30 -2.32 4.40
C 3.18 -0.70 3.56
C 2.20 -0.64 4.69
C -2.49 0.61 2.33
C -3.43 0.44 1.30
C -3.06 0.71 -0.13
C -4.74 0.09 1.62
H -5.45 -0.07 0.81
C -5.13 -0.04 2.96
H -6.15 -0.32 3.20
C -4.21 0.18 3.99
H -4.50 0.10 5.04
C -2.89 0.52 3.69
C -1.90 0.78 4.79
Mn 0.17 -0.52 1.73
H 3.63 0.58 -0.63
H 4.95 1.54 0.04
H 3.27 1.97 0.40
H 1.93 0.40 4.93
H 2.63 -1.10 5.58
H 1.27 -1.17 4.45
H -3.75 0.19 -0.80
H -2.04 0.38 -0.37
H -3.12 1.78 -0.39
H -1.01 0.16 4.67
H -2.36 0.53 5.75
H -1.59 1.84 4.83
H 0.53 3.86 2.42
C 0.37 0.86 -3.09
Si 0.37 2.72 -3.17
H 1.22 0.40 -3.60
H -0.56 0.35 -3.39
C 1.77 3.23 -4.30
C 0.74 3.14 -1.36
C -1.39 3.22 -3.58
H -1.99 2.32 -3.83
H -1.44 3.91 -4.43
H -1.86 3.70 -2.71
H 2.73 3.01 -3.83
H 1.71 4.31 -4.51
H 1.73 2.69 -5.26
H 1.44 2.41 -0.92
H -0.17 3.11 -0.76
H 1.20 4.13 -1.25
N -1.26 -2.53 3.80
C -0.70 -1.71 3.16
*
```


This record from the Open Molecules 2025 dataset describes C15H28BiIO4P2S as an isolated structure at a distorted geometry. The level of theory is ωB97M-V/def2-TZVPD.

Values from the calculation:
- Kohn-Sham gap (spin up / spin down): 5.19 / 5.19 eV
- F_max: 3.13 eV/Å
- DFT total energy: -67535.340 eV
- Relative energy (zero: lowest compared OMol25 entry of this formula, charge and spin): 4.6 kcal per mole

Geometry as ORCA input:
```
! wB97M-V def2-TZVPD RIJCOSX def2/J DEFGRID3
* xyz 2 1
C 0.05 -2.61 -0.59
I 0.70 -1.65 1.90
H 0.04 -3.70 -0.43
H -0.83 -2.09 -0.22
H 1.02 -2.14 -0.52
Bi -0.28 -2.30 -3.00
P -2.88 -1.51 -2.25
C -3.26 -1.84 -0.47
C -3.61 0.17 -2.42
H -4.70 0.15 -2.28
H -5.18 -2.19 -2.81
H -3.39 0.58 -3.41
H -4.03 -2.51 -4.14
H -2.85 -1.02 0.13
H -3.17 0.83 -1.66
C -4.17 -2.55 -3.05
H -4.36 -1.89 -0.35
H -4.07 -3.59 -2.72
H -2.80 -2.79 -0.14
P 2.31 -1.13 -2.77
C 3.30 -1.61 -1.31
C 3.40 -1.68 -4.14
H 1.80 1.19 -3.36
H 3.55 0.92 -3.18
H 2.51 1.05 -1.73
C 2.56 0.68 -2.76
H 2.84 -1.65 -5.08
H 4.28 -1.02 -4.21
H 4.32 -1.86 -1.62
H 2.91 -2.48 -0.77
H 3.73 -2.71 -3.94
H 3.31 -0.77 -0.62
C 0.52 -5.07 2.43
O -0.65 -5.06 2.55
C -1.16 5.62 4.25
C -0.42 4.43 3.74
C 0.96 4.49 3.58
C 1.70 3.39 3.14
C 1.02 2.22 2.81
C -0.36 2.13 2.97
C -1.07 3.24 3.42
S 2.00 0.75 2.23
O 2.51 1.09 0.90
O 2.98 0.55 3.28
O 1.69 -5.10 2.32
H -0.84 5.89 5.27
H -0.97 6.48 3.60
H -2.23 5.41 4.27
H 1.49 5.40 3.83
H 2.79 3.45 3.08
H -0.88 1.20 2.76
H -2.15 3.19 3.52
*
```


This record from the Open Molecules 2025 dataset describes C28H38BF14GeN3O4Si3W as an isolated structure at a distorted geometry. The level of theory is ωB97M-V/def2-TZVPD.

Values from the calculation:
- Kohn-Sham gap (spin up / spin down): 6.39 / 7.18 eV
- F_max: 1.63 eV/Å
- DFT total energy: -163020.592 eV
- Relative energy (zero: lowest compared OMol25 entry of this formula, charge and spin): 0.0 kcal per mole

Geometry as ORCA input:
```
! wB97M-V def2-TZVPD RIJCOSX def2/J DEFGRID3
* xyz -1 2
W 0.51 0.18 1.18
C -1.10 2.99 0.49
N -1.28 1.74 1.27
C -1.50 2.14 2.69
C -0.23 1.95 3.47
N 0.30 0.63 3.12
C 0.59 -0.18 4.23
C -0.45 -0.63 5.05
F -1.71 -0.28 4.77
C -0.22 -1.43 6.15
F -1.24 -1.83 6.92
C 1.07 -1.81 6.46
F 1.30 -2.59 7.52
C 2.12 -1.39 5.67
F 3.36 -1.75 5.97
C 1.88 -0.57 4.57
F 2.91 -0.18 3.84
C -2.46 1.02 0.77
C -2.49 -0.36 1.35
N -1.21 -1.01 1.09
C -1.25 -2.39 1.19
C -0.38 -3.22 0.47
F 0.57 -2.68 -0.30
C -0.41 -4.60 0.51
F 0.45 -5.30 -0.22
C -1.35 -5.25 1.29
F -1.41 -6.58 1.33
C -2.21 -4.48 2.04
F -3.11 -5.07 2.83
C -2.15 -3.10 2.00
F -2.98 -2.45 2.84
H -2.04 3.55 0.50
H -0.82 2.77 -0.53
H -0.32 3.59 0.95
H -2.28 1.52 3.12
H -1.83 3.18 2.72
H -0.44 2.01 4.54
H 0.50 2.73 3.25
H -2.36 0.95 -0.31
H -3.37 1.58 1.00
H -3.31 -0.93 0.90
H -2.69 -0.30 2.43
O 4.14 -1.50 0.51
C 3.04 -1.25 0.91
O 2.34 -0.15 0.59
C 2.21 -2.11 1.87
O 2.58 -3.15 2.35
O 1.05 -1.54 2.09
F 3.41 3.31 0.74
B 2.42 3.11 1.64
F 1.40 2.10 0.95
F 1.62 4.22 1.85
F 2.80 2.49 2.79
C -1.60 1.57 -4.64
Si -1.93 1.19 -2.82
C -2.77 2.80 -2.27
C -3.30 -0.11 -2.75
Ge 0.10 0.49 -1.66
Si 1.81 1.97 -2.52
C 1.93 1.99 -4.41
C 1.49 3.76 -2.02
C 3.51 1.43 -1.96
Si 0.55 -1.51 -2.96
C -0.78 -2.87 -2.77
C 0.59 -1.35 -4.85
C 2.27 -2.21 -2.61
H -2.57 1.62 -5.15
H -0.98 0.85 -5.16
H -1.13 2.55 -4.73
H -3.52 3.07 -3.03
H -2.06 3.63 -2.20
H -3.29 2.72 -1.31
H -4.09 0.18 -3.46
H -3.76 -0.17 -1.76
H -2.96 -1.10 -3.01
H 0.97 1.99 -4.93
H 2.51 1.14 -4.78
H 2.47 2.90 -4.69
H 0.55 4.12 -2.44
H 2.29 4.40 -2.38
H 1.45 3.87 -0.93
H 3.72 0.39 -2.23
H 3.65 1.53 -0.89
H 4.25 2.07 -2.47
H -1.49 -2.80 -3.59
H -1.35 -2.80 -1.84
H -0.33 -3.86 -2.82
H -0.39 -1.31 -5.31
H 1.04 -2.30 -5.17
H 1.21 -0.54 -5.25
H 2.72 -1.81 -1.70
H 2.94 -1.94 -3.43
H 2.26 -3.29 -2.53
*
```


This record from the Open Molecules 2025 dataset describes C25H33F2GeN6O5Ru as an isolated structure. The level of theory is ωB97M-V/def2-TZVPD.

Values from the calculation:
- Kohn-Sham gap (spin up / spin down): 5.31 / 5.08 eV
- F_max: 0.99 eV/Å
- DFT total energy: -110172.464 eV
- Relative energy (zero: lowest compared OMol25 entry of this formula, charge and spin): 34.5 kcal per mole

Geometry as ORCA input:
```
! wB97M-V def2-TZVPD RIJCOSX def2/J DEFGRID3
* xyz -1 5
Ru 0.72 -0.69 0.35
O 3.26 -0.20 6.86
C 2.04 -0.20 6.61
O 1.03 -0.12 7.35
C 1.70 -0.31 5.09
C 0.38 -0.20 4.66
C 0.09 -0.28 3.31
N 1.05 -0.47 2.39
C 2.33 -0.55 2.79
C 2.68 -0.48 4.12
C 3.35 -0.62 1.67
O 4.53 -0.66 1.93
O 2.83 -0.56 0.47
H -0.39 -0.06 5.40
H -0.92 -0.18 2.94
H 3.73 -0.53 4.40
N 1.59 -1.21 -6.67
C 0.71 -0.40 -5.95
O -0.03 0.38 -6.55
C 0.76 -0.50 -4.51
C -0.21 0.19 -3.73
C -0.21 0.08 -2.38
N 0.72 -0.68 -1.68
C 1.70 -1.30 -2.42
C 1.75 -1.24 -3.77
H 1.39 -1.24 -7.65
H 1.87 -2.08 -6.25
H -0.96 0.78 -4.23
H -0.96 0.57 -1.78
H 2.46 -1.82 -1.86
H 2.58 -1.72 -4.27
C -2.77 3.89 0.37
C -2.82 2.53 1.05
N -1.63 1.75 0.83
C -0.50 2.33 0.53
N 0.54 1.49 0.25
C 1.76 2.15 -0.19
C 2.06 3.36 0.69
C 0.96 4.37 0.48
N -0.34 3.70 0.45
C -1.47 4.56 0.75
H -3.61 4.51 0.67
H -2.81 3.76 -0.72
H -3.66 1.94 0.70
H -2.95 2.66 2.13
H -1.70 -0.52 0.46
H 1.62 2.47 -1.23
H 2.57 1.44 -0.18
H 3.03 3.79 0.43
H 2.10 3.03 1.73
H 1.11 4.90 -0.46
H 0.95 5.11 1.28
H -1.33 5.49 0.20
H -1.48 4.82 1.82
F 0.74 -3.48 -0.56
C 1.20 -2.69 0.49
F 0.72 -3.29 1.64
H 2.28 -2.85 0.51
C -2.10 -4.52 0.21
Ge -2.10 -2.76 -0.65
C -1.63 -2.90 -2.54
C -3.96 -2.10 -0.58
C -1.16 -1.48 0.51
H -2.82 -5.18 -0.27
H -2.37 -4.41 1.26
H -1.11 -4.97 0.17
H -2.18 -3.74 -2.97
H -0.56 -3.06 -2.67
H -1.91 -1.99 -3.07
H -4.64 -2.82 -1.04
H -4.04 -1.16 -1.12
H -4.27 -1.94 0.45
H -1.26 -1.88 1.52
*
```


This record from the Open Molecules 2025 dataset describes C4H9NO2 in the gas phase. The level of theory is ωB97M-V/def2-TZVPD.

Values from the calculation:
- Kohn-Sham gap: 10.80 eV
- Structure (SMILES): C[C@@H]1C[C@@](N)(O)O1
- F_max: 0.63 eV/Å
- DFT total energy: -9878.513 eV
- Relative energy (zero: lowest compared OMol25 entry of this formula, charge and spin): 35.7 kcal per mole

Geometry as ORCA input:
```
! wB97M-V def2-TZVPD RIJCOSX def2/J DEFGRID3
* xyz 0 1
C 0.75 -1.26 -1.59
C 0.73 -0.04 -0.71
C 0.60 -0.24 0.80
C -0.56 0.75 0.74
N -1.68 0.43 1.52
O -0.26 2.09 0.94
O -0.55 0.63 -0.76
H -0.17 -1.83 -1.43
H 1.61 -1.90 -1.34
H 0.81 -0.99 -2.65
H 1.56 0.64 -0.97
H 0.25 -1.25 1.03
H 1.44 0.04 1.45
H -2.42 1.11 1.50
H -2.00 -0.52 1.45
H -0.11 2.36 0.02
*
```


This record from the Open Molecules 2025 dataset describes a 2-piece molecular cluster, C6H9IO2 overall at a distorted geometry. The level of theory is ωB97M-V/def2-TZVPD.

Values from the calculation:
- Kohn-Sham gap: 6.11 eV
- F_max: 2.57 eV/Å
- DFT total energy: -18561.729 eV
- Relative energy (zero: lowest compared OMol25 entry of this formula, charge and spin): 26.0 kcal per mole

Geometry as ORCA input:
```
! wB97M-V def2-TZVPD RIJCOSX def2/J DEFGRID3
* xyz 0 1
C 0.37 1.62 -1.57
C 1.72 1.02 -1.55
C -0.26 -0.63 1.98
C -0.93 -1.80 1.25
C 0.51 0.10 -1.46
C 0.16 -0.50 -0.20
O 0.50 0.02 0.96
O -0.59 -1.58 -0.13
I -3.14 1.43 1.36
H 0.01 2.14 -0.69
H -0.03 1.99 -2.50
H 2.29 0.97 -2.47
H 2.32 1.13 -0.66
H -1.02 0.09 2.33
H 0.41 -0.92 2.79
H -0.55 -2.79 1.54
H -2.02 -1.78 1.33
H 0.25 -0.51 -2.31
*
```


This record from the Open Molecules 2025 dataset describes a 11-piece molecular cluster, C38H74BrF10N11O13PS overall at a distorted geometry. The level of theory is ωB97M-V/def2-TZVPD.

Values from the calculation:
- Kohn-Sham gap: 5.88 eV
- F_max: 9.59 eV/Å
- DFT total energy: -200947.974 eV

Geometry as ORCA input:
```
! wB97M-V def2-TZVPD RIJCOSX def2/J DEFGRID3
* xyz -1 1
O 0.50 2.78 8.19
C 0.70 3.26 6.94
Br -0.01 5.05 6.32
C 1.59 2.39 5.83
N 1.07 0.99 5.60
C 2.12 -0.06 5.45
F 1.60 -1.44 5.17
P 3.03 -0.29 7.16
S 4.74 0.63 7.27
C 3.27 0.22 4.31
O 3.25 1.16 3.37
O 4.44 -0.72 4.26
C -0.08 0.91 4.64
F -0.67 2.26 4.27
F 0.28 0.34 3.29
C -1.39 0.04 5.21
F -1.91 -0.68 3.99
F -1.03 -0.89 6.32
C -2.63 0.96 5.75
F -2.21 2.01 6.75
F -3.49 1.53 4.65
C -3.69 0.00 6.62
F -4.02 -1.27 5.93
F -4.97 0.80 6.64
F -3.29 -0.15 8.05
H 1.68 3.04 4.83
H 2.70 2.42 6.28
H 3.31 -1.71 7.41
H 2.19 0.16 8.25
C 1.66 2.91 0.75
O 1.28 3.61 1.68
N 0.92 2.63 -0.38
C 1.43 1.79 -1.44
C -0.41 3.18 -0.51
H 2.65 2.44 0.75
H 1.45 2.36 -2.37
H 0.77 0.92 -1.56
H 2.44 1.43 -1.22
H -0.34 4.28 -0.48
H -1.02 2.84 0.33
H -0.87 2.87 -1.45
C -1.18 -1.37 -3.01
O -0.34 -0.51 -3.24
N -1.54 -1.81 -1.75
C -2.55 -2.83 -1.55
C -0.89 -1.23 -0.59
H -1.74 -1.87 -3.82
H -3.36 -2.41 -0.95
H -2.10 -3.67 -1.03
H -2.96 -3.17 -2.51
H -1.07 -0.16 -0.58
H 0.19 -1.41 -0.66
H -1.28 -1.68 0.33
C -6.82 4.99 5.80
O -7.30 6.07 6.12
N -7.49 3.98 5.14
C -6.84 2.73 4.80
C -8.87 4.18 4.78
H -5.77 4.74 6.03
H -6.88 2.60 3.71
H -7.38 1.91 5.28
H -5.80 2.72 5.13
H -8.95 5.05 4.13
H -9.45 4.36 5.69
H -9.27 3.30 4.27
C 7.20 2.22 6.25
O 6.55 2.14 7.29
N 8.24 3.10 6.02
C 8.96 3.13 4.76
C 8.63 4.01 7.07
H 6.98 1.57 5.39
H 10.01 2.92 4.95
H 8.86 4.13 4.33
H 8.56 2.39 4.06
H 8.92 3.44 7.96
H 7.77 4.64 7.33
H 9.46 4.64 6.75
C 8.50 -1.72 3.87
O 8.02 -0.64 4.19
N 7.83 -2.73 3.21
C 8.47 -3.98 2.86
C 6.44 -2.53 2.85
H 9.55 -1.97 4.09
H 8.44 -4.11 1.78
H 7.93 -4.80 3.35
H 9.51 -3.99 3.19
H 6.36 -1.66 2.19
H 5.86 -2.34 3.75
H 6.05 -3.41 2.33
C -4.70 -0.12 -4.72
O -4.71 -0.67 -3.63
N -4.84 -0.76 -5.94
C -4.82 -0.04 -7.19
C -5.02 -2.20 -5.96
H -4.57 0.97 -4.82
H -5.76 -0.20 -7.71
H -3.99 -0.42 -7.80
H -4.68 1.03 -7.03
H -5.92 -2.45 -5.39
H -4.15 -2.67 -5.48
H -5.11 -2.56 -6.98
C -3.90 0.19 -11.05
O -4.55 0.10 -10.01
N -2.86 1.06 -11.27
C -2.14 1.10 -12.53
C -2.47 1.98 -10.22
H -4.12 -0.46 -11.91
H -1.09 0.88 -12.34
H -2.24 2.09 -12.97
H -2.54 0.36 -13.23
H -2.18 1.40 -9.34
H -3.33 2.61 -9.96
H -1.64 2.61 -10.55
C -3.04 -4.21 -7.74
O -4.25 -4.32 -7.81
N -2.23 -3.62 -8.69
C -0.79 -3.53 -8.53
C -2.83 -3.08 -9.89
H -2.48 -4.59 -6.87
H -0.50 -2.48 -8.54
H -0.31 -4.06 -9.35
H -0.47 -3.98 -7.58
H -3.55 -2.31 -9.60
H -3.36 -3.88 -10.41
H -2.07 -2.65 -10.54
C 8.65 -1.14 -0.55
O 8.15 -2.25 -0.65
N 8.11 0.03 -1.06
C 8.77 1.31 -0.89
C 6.86 -0.03 -1.78
H 9.60 -0.98 -0.02
H 8.10 1.98 -0.36
H 8.99 1.72 -1.88
H 9.70 1.21 -0.33
H 6.09 -0.44 -1.12
H 6.97 -0.70 -2.64
H 6.56 0.96 -2.12
C -5.45 -4.81 0.90
O -5.30 -5.62 -0.01
N -6.53 -3.98 1.07
C -6.63 -3.04 2.17
C -7.62 -4.04 0.11
H -4.68 -4.68 1.68
H -7.52 -3.28 2.76
H -6.72 -2.03 1.77
H -5.75 -3.10 2.81
H -8.03 -5.05 0.10
H -7.22 -3.81 -0.89
H -8.40 -3.33 0.37
*
```